# 1
{"formula": "C36H43Ge2HfN9OS", "method": "wB97M-V/def2-TZVPD", "species": ["Hf", "C", "C", "N", "C", "C", "C", "C", "C", "C", "C", "N", "C", "C", "N", "N", "H", "H", "H", "H", "H", "H", "H", "H", "H", "H", "H", "H", "H", "H", "H", "H", "H", "H", "C", "Ge", "C", "C", "Ge", "C", "C", "C", "C", "C", "C", "C", "C", "C", "C", "C", "C", "H", "H", "H", "H", "H", "H", "H", "H", "H", "H", "H", "H", "H", "H", "H", "H", "H", "H", "H", "N", "C", "N", "C", "C", "C", "C", "C", "C", "S", "H", "H", "H", "H", "H", "H", "O", "N", "C", "C", "N", "C", "N"], "positions_angstrom": [[-0.679391, -0.003040, 0.918991], [-2.561902, -2.648137, 0.378591], [-3.443311, -1.468825, 0.035438], [-3.040440, -0.262499, 0.823513], [-3.631480, -0.255921, 2.191614], [-2.731543, -0.940106, 3.184306], [-3.202598, -1.451280, 4.377234], [-2.294309, -1.990662, 5.277838], [-0.942411, -2.001014, 4.961875], [-0.540229, -1.477499, 3.749171], [0.902947, -1.373801, 3.345189], [1.038528, -1.367329, 1.868124], [1.085585, -2.741956, 1.293533], [-0.310150, -3.270583, 1.075590], [-1.116722, -2.289793, 0.289631], [-1.423746, -0.969027, 2.870795], [-2.793784, -3.489801, -0.276292], [-2.750876, -2.979161, 1.399701], [-4.485444, -1.720524, 0.241136], [-3.370670, -1.215709, -1.022651], [-3.429032, 0.541319, 0.332774], [-4.618828, -0.721247, 2.186429], [-3.772113, 0.782512, 2.504098], [-4.259995, -1.424185, 4.602801], [-2.636603, -2.399399, 6.219168], [-0.212744, -2.409640, 5.647538], [1.487661, -2.183765, 3.786279], [1.305268, -0.432620, 3.727825], [1.933442, -0.928096, 1.662015], [1.639061, -3.413562, 1.953587], [1.618423, -2.689574, 0.347828], [-0.822493, -3.433209, 2.023285], [-0.266609, -4.232159, 0.560481], [-0.820093, -2.409221, -0.681571], [4.654704, 1.544252, -1.319087], [3.402274, 1.415333, 0.166438], [4.026109, 0.308164, 1.652235], [2.859799, 3.154965, 0.850047], [1.558058, 0.235511, -1.139807], [1.210032, 1.270623, -2.725924], [0.986741, 2.650713, -2.618659], [0.788663, 3.427845, -3.746552], [0.801892, 2.832670, -5.004308], [1.022771, 1.467076, -5.127917], [1.226153, 0.689104, -3.997937], [2.048681, -1.573494, -1.705094], [3.277339, -2.120762, -1.327470], [3.605796, -3.430746, -1.654629], [2.701409, -4.222672, -2.348718], [1.478478, -3.693694, -2.742762], [1.159527, -2.379541, -2.426297], [5.548530, 2.054711, -0.955985], [4.214682, 2.126603, -2.126540], [4.938224, 0.565016, -1.698482], [5.000199, 0.700910, 1.950050], [4.165661, -0.741785, 1.393875], [3.371423, 0.407079, 2.519706], [3.768337, 3.658849, 1.185866], [2.207773, 3.053984, 1.715492], [2.407164, 3.782992, 0.084652], [0.987068, 3.127919, -1.643724], [0.638487, 4.495530, -3.654826], [0.652232, 3.438844, -5.887484], [1.051821, 1.009014, -6.107344], [1.424199, -0.368776, -4.118425], [3.997429, -1.522927, -0.781842], [4.570358, -3.832042, -1.373849], [2.957778, -5.241852, -2.603396], [0.789994, -4.298300, -3.319031], [0.225706, -1.968673, -2.801815], [-0.542835, 3.699897, 0.542461], [-1.243347, 3.026667, -0.377272], [-1.216125, 1.700913, -0.534276], [-1.887139, 1.358193, -1.730241], [-1.868341, 0.111638, -2.340089], [-2.569340, -0.076817, -3.519705], [-3.280855, 0.974258, -4.097338], [-3.273141, 2.234933, -3.521863], [-2.558893, 2.408996, -2.345259], [-2.244244, 3.893947, -1.487443], [0.269082, 3.273141, 0.961876], [-0.573894, 4.708127, 0.540288], [-1.258644, -0.689304, -1.928026], [-2.546606, -1.039406, -4.012455], [-3.820540, 0.813141, -5.019681], [-3.790685, 3.061519, -3.988774], [0.266137, 1.346939, 2.165039], [-1.009390, 1.644464, 2.480243], [-1.291649, 2.481893, 3.407413], [-0.259084, 3.183129, 4.114562], [0.613629, 3.695622, 4.654237], [-2.687086, 2.677530, 3.690422], [-3.805931, 2.757627, 3.929535]], "forces_ev_per_angstrom": [[-0.5026, 0.0243, 0.4121], [-0.0568, 0.0186, -0.0108], [-0.0073, -0.0104, -0.0577], [-0.0115, -0.0299, -0.0254], [0.0458, -0.0430, -0.0278], [-0.0219, 0.0333, -0.0725], [0.0000, 0.0021, 0.0288], [0.0289, 0.0116, -0.0197], [-0.0226, 0.0001, 0.0091], [0.0178, 0.0152, -0.0039], [-0.0078, -0.0072, 0.0492], [-0.0639, 0.0322, -0.1044], [-0.0248, -0.0245, -0.0049], [0.0238, -0.0202, 0.0168], [0.1021, 0.0544, -0.0094], [0.0243, -0.1167, 0.0623], [0.0068, -0.0081, 0.0137], [-0.0015, 0.0109, 0.0024], [-0.0091, 0.0185, -0.0126], [-0.0078, -0.0174, 0.1308], [0.0355, -0.0025, 0.0147], [0.0032, 0.0004, -0.0198], [-0.0035, -0.1303, -0.0640], [-0.0139, 0.0043, -0.0089], [-0.0105, -0.0042, 0.0102], [0.0070, -0.0042, 0.0041], [-0.0013, 0.0172, -0.0154], [-0.0115, -0.0054, 0.0015], [0.0412, 0.0137, -0.0077], [0.0110, 0.0182, -0.0074], [-0.0074, -0.0147, 0.0197], [-0.0076, -0.0024, -0.0177], [-0.0190, 0.0127, -0.0056], [0.0235, 0.0051, -0.0052], [-0.0317, -0.0114, 0.0055], [-0.0485, -0.0359, -0.0030], [-0.0414, 0.0284, -0.0338], [0.0403, -0.0116, -0.0606], [0.3065, -0.0674, -0.2975], [-0.1146, 0.0912, 0.0662], [0.0778, -0.0376, -0.0555], [0.0134, -0.0182, 0.0058], [-0.0213, -0.0157, 0.0097], [-0.0068, 0.0111, 0.0050], [0.0387, 0.0217, 0.0047], [-0.0438, 0.0487, 0.0922], [-0.0224, -0.0229, -0.0160], [0.0170, 0.0266, 0.0015], [0.0067, -0.0083, -0.0014], [0.0101, 0.0047, 0.0106], [-0.0367, 0.0085, -0.0225], [0.0171, 0.0060, 0.0007], [0.0159, 0.0157, -0.0186], [0.0188, -0.0161, -0.0191], [0.0221, -0.0176, 0.0163], [0.0063, -0.0030, 0.0154], [0.0004, -0.0065, 0.0388], [0.0065, 0.0103, 0.0157], [-0.0247, 0.0083, 0.0743], [-0.0031, 0.0017, -0.0187], [0.0760, -0.0053, -0.0361], [-0.0009, 0.0186, -0.0045], [0.0090, 0.0008, -0.0188], [-0.0028, 0.0094, -0.0159], [0.0101, 0.0231, 0.0111], [0.0410, 0.0024, 0.0062], [0.0148, -0.0021, 0.0028], [0.0049, -0.0135, -0.0004], [-0.0094, 0.0021, -0.0013], [-0.0104, 0.0002, 0.0236], [-0.0978, 0.0042, 0.0011], [-0.0418, -0.0484, -0.0810], [0.1495, 0.0737, 0.0704], [-0.0715, -0.0266, 0.0200], [-0.0021, 0.0207, 0.0683], [-0.0137, 0.0198, -0.0068], [0.0168, 0.0025, 0.0261], [0.0170, -0.0402, 0.0161], [-0.0207, 0.0227, -0.0015], [-0.0347, -0.0032, 0.0006], [0.0308, -0.0365, 0.0396], [0.0111, 0.0038, 0.0120], [-0.0275, 0.0169, -0.0536], [-0.0065, -0.0164, -0.0153], [-0.0052, -0.0022, -0.0126], [-0.0111, 0.0068, -0.0152], [-0.0059, 0.4011, 0.3628], [-0.1805, -0.2795, -0.3692], [0.3046, -0.0580, -0.2423], [-0.1161, -0.1415, 0.0326], [0.0871, 0.0772, -0.0071], [0.2102, 0.0679, 0.1493], [-0.0853, 0.0373, -0.0511]], "total_charge": 3, "homo_lumo_gap_ev": [6.635, 6.007], "multiplicity": 2, "homo_energy_ha": [-0.5700, -0.5997]}


# 2
{"formula": "C13H26N3RuS4Se", "method": "wB97M-V/def2-TZVPD", "species": ["Ru", "C", "C", "N", "C", "C", "S", "C", "C", "N", "H", "H", "H", "H", "H", "H", "H", "H", "H", "H", "H", "H", "H", "H", "C", "C", "S", "C", "C", "S", "C", "C", "S", "H", "H", "H", "H", "H", "H", "H", "H", "H", "H", "H", "H", "Se", "C", "N"], "positions_angstrom": [[-0.124453, -0.040501, -0.041167], [1.930892, -2.161327, -0.454193], [2.203001, -1.787125, 0.988222], [1.667430, -0.420307, 1.263045], [1.338909, -0.201751, 2.690250], [0.127564, -1.021001, 3.097097], [-1.074087, -1.201113, 1.725456], [-0.778941, -2.963590, 1.248403], [-0.348342, -3.118457, -0.205879], [0.480294, -1.979789, -0.732329], [2.228950, -3.189229, -0.665466], [2.498583, -1.513865, -1.119969], [3.273423, -1.819180, 1.198838], [1.726469, -2.484805, 1.669168], [2.400304, 0.230109, 0.994528], [1.111683, 0.853245, 2.822976], [2.187647, -0.436706, 3.338517], [-0.392924, -0.553171, 3.930563], [0.380352, -2.031277, 3.410534], [-1.725844, -3.476250, 1.393274], [-0.069683, -3.376582, 1.959431], [-1.230936, -3.186868, -0.839609], [0.203099, -4.052560, -0.328753], [0.364032, -2.014801, -1.742681], [1.283608, 1.678338, -3.026502], [0.063429, 2.590741, -2.992530], [-1.261009, 1.774628, -2.071917], [-1.990441, 3.012397, -0.981812], [-1.081114, 3.501210, 0.127772], [-0.253567, 2.144230, 1.048524], [1.469579, 2.718419, 0.877257], [2.046620, 2.654588, -0.525376], [1.792371, 1.055967, -1.388674], [1.089508, 0.783959, -3.619727], [2.138256, 2.184994, -3.475723], [0.280678, 3.569866, -2.571235], [-0.284738, 2.750975, -4.013281], [-2.375955, 3.844944, -1.570957], [-2.854918, 2.490887, -0.567216], [-0.297387, 4.154879, -0.252480], [-1.655649, 4.070137, 0.858081], [1.504766, 3.743830, 1.248585], [2.062065, 2.145535, 1.587618], [1.603482, 3.426011, -1.147733], [3.118281, 2.850555, -0.490266], [-2.561987, -0.434052, -0.893333], [-3.255760, -1.978237, -0.176347], [-3.684462, -2.962082, 0.243380]], "forces_ev_per_angstrom": [[1.0136, 0.0215, 0.6930], [-0.1038, 0.1204, 0.1324], [0.1467, -0.0033, -0.0448], [-0.2181, -0.0461, -0.3960], [-0.0300, 0.0208, 0.0839], [0.0340, -0.0768, -0.0940], [-0.1557, -0.2613, 0.2027], [0.0408, 0.0506, -0.0880], [-0.1158, 0.1685, -0.0699], [-0.2461, -0.1968, -0.1927], [0.0251, -0.0245, 0.1045], [-0.0306, -0.0133, -0.0256], [-0.0095, 0.0000, -0.0016], [-0.0010, -0.0128, 0.0077], [0.0247, -0.0028, 0.1240], [0.0360, -0.0220, 0.0436], [0.0328, -0.0544, -0.0757], [-0.0328, 0.0527, -0.0507], [0.0371, 0.0127, 0.0555], [-0.0235, 0.0042, 0.0273], [0.0693, 0.0253, -0.0315], [0.0502, 0.0617, 0.0698], [0.0288, -0.0045, 0.0453], [-0.0418, 0.0198, 0.0243], [0.0214, -0.0233, 0.0258], [0.0030, -0.0256, 0.0995], [-0.1226, 0.1297, -0.4204], [0.0303, -0.0818, 0.0692], [-0.0247, -0.0781, -0.0610], [-0.1113, 0.0672, -0.0422], [-0.0281, -0.0754, 0.0723], [-0.0210, -0.0120, 0.0091], [-0.3076, 0.3040, -0.0681], [-0.0170, -0.0140, 0.0309], [0.0273, -0.0194, 0.0351], [-0.0142, 0.0043, 0.0156], [0.0073, 0.0007, 0.0033], [0.0754, 0.0348, -0.0051], [-0.0078, 0.0044, -0.0294], [0.0113, -0.0164, -0.0025], [0.0069, -0.0234, 0.0188], [-0.0421, 0.0204, -0.0554], [0.0043, -0.0067, -0.0040], [0.0177, 0.0072, -0.0075], [0.0091, -0.0445, -0.0143], [-0.0379, -0.1379, -0.4515], [0.0434, 0.1992, 0.2295], [-0.0535, -0.0533, 0.0084]], "total_charge": 2, "homo_lumo_gap_ev": [7.582, 6.378], "multiplicity": 2, "homo_energy_ha": [-0.5274, -0.5262]}


# 3
{"formula": "C4H21NO7S2", "method": "wB97M-V/def2-TZVPD", "species": ["C", "N", "C", "C", "O", "C", "S", "S", "H", "H", "H", "H", "H", "H", "H", "H", "H", "O", "H", "H", "O", "H", "H", "O", "H", "H", "O", "H", "H", "O", "H", "H", "O", "H", "H"], "positions_angstrom": [[1.700832, 0.439054, -0.699497], [1.228741, -0.652129, 0.130373], [-0.245665, -0.700757, 0.149437], [-0.834755, -0.181080, 1.440370], [-0.078680, 0.281670, 2.264430], [-0.515164, -2.288180, 0.322628], [-2.134690, -2.981902, -0.002085], [-3.169329, -3.108909, 1.649473], [1.267626, 1.400148, -0.386614], [2.769059, 0.387578, -0.913640], [1.247012, 0.455502, -1.711874], [1.568312, -0.573474, 1.082830], [-0.590033, -0.289361, -0.785944], [-1.944839, -0.144470, 1.485954], [0.149160, -2.736757, -0.423067], [0.024877, -2.471817, 1.265604], [-3.984854, -2.068515, 1.762639], [2.519992, 3.425985, 1.837567], [3.388961, 3.007452, 1.943743], [1.946242, 2.867413, 2.369746], [-2.476749, -0.809562, -2.007278], [-1.781548, -1.332660, -2.404212], [-3.230994, -1.314982, -1.719328], [2.234487, -1.044325, 3.507868], [2.757398, -1.684296, 4.018414], [1.442255, -0.815437, 3.998629], [-3.465450, 1.951560, -2.975674], [-4.002593, 2.419324, -2.328092], [-2.757916, 1.535333, -2.468761], [1.142137, 3.884907, -0.684995], [1.733394, 4.287100, -1.316806], [1.333935, 4.000151, 0.255570], [0.666603, -1.413408, -2.997882], [0.938514, -1.687051, -2.103988], [1.153724, -2.044105, -3.555539]], "forces_ev_per_angstrom": [[-1.0349, 1.0943, -1.0770], [-0.7838, -0.2475, -0.5787], [1.1363, -2.4114, 0.9656], [0.7781, 1.8043, -1.3720], [-0.9772, -0.3126, 0.6564], [1.0912, 1.5713, -0.5327], [0.6727, -0.1604, -1.1668], [-0.4261, -1.2216, 2.1516], [1.1198, 0.2473, 0.5351], [-0.0017, 0.3473, 0.6240], [0.1674, -0.8700, 0.3793], [0.1166, 0.0958, -0.0178], [-0.7268, 0.0673, 0.0969], [0.2872, -0.2392, 0.5057], [-0.3503, -0.1650, -0.0477], [-0.8471, -0.6389, 0.0116], [-0.0804, 0.8289, -0.4801], [0.3793, -0.2087, 0.2977], [-0.3048, 0.2501, -0.2099], [-0.1844, -0.0851, 0.0559], [0.1109, 1.6409, -0.1592], [-0.1417, -0.5879, -0.1790], [0.1189, -0.6358, -0.1800], [0.5600, -0.2738, -0.2014], [-0.5294, 0.3989, -0.0825], [-0.0260, -0.1044, 0.1635], [-0.0440, 0.1555, 0.0647], [0.0991, -0.0158, -0.0413], [-0.1384, -0.1822, -0.0740], [-1.3656, -0.6578, -0.1650], [0.4859, 0.3444, 0.6325], [0.9228, 0.3174, -0.6116], [0.2606, -0.8705, 0.1299], [0.0031, 0.3523, -0.1309], [-0.3475, 0.3727, 0.0372]], "homo_lumo_gap_ev": 9.080, "homo_energy_ha": -0.3216}


For each record above, in turn, the calculated calculated total energy values are -178640.810, -129628.247, -41980.232 eV.
For each record above, in turn, the calculated relative energy (zero: lowest compared OMol25 entry of this formula, charge and spin) values are 0.63, 13.08, 0.09 kcal/mol.